Arrangement A

Molecular formula: C2H4S2
Method: DFT, ωB97M-V/def2-TZVPD

M ... 92.2 g/mol
Charge ... 0
HOMO energy ... -0.3142 hartree

Geometry (Å):
C 0.095 0.312 -0.517
C 0.104 -0.739 0.631
S -1.476 1.169 -1.098
S 0.202 1.985 0.014
H 0.639 -0.001 -1.504
H 0.178 -1.653 0.045
H -0.846 -0.614 1.206
H 1.103 -0.458 1.224

Charges computed using Mulliken, reported in e: number 1, C, carries -0.1087; number 2, C, carries -0.7264; number 3, S, carries -0.1697; number 4, S, carries -0.1531; number 5, H, carries 0.3736; number 6, H, carries 0.2585; number 7, H, carries 0.2763; number 8, H, carries 0.2495

***

Arrangement B

Molecular formula: C2H4S2
Method: DFT, ωB97M-V/def2-TZVPD

M ... 92.2 g/mol
Charge ... 0
HOMO energy ... -0.3318 hartree

Geometry (Å):
C -0.296 0.696 -0.010
C -0.394 -0.646 -0.199
H 0.779 1.434 -0.357
H -0.538 0.775 1.218
H -1.350 1.219 -0.689
H 2.333 -0.545 0.107
S 1.226 -1.470 -0.046
S -1.759 -1.464 -0.024

Charges computed using Mulliken, reported in e: number 1, C, carries -0.8659; number 2, C, carries 0.3264; number 3, H, carries 0.2988; number 4, H, carries 0.2764; number 5, H, carries 0.2485; number 6, H, carries 0.1408; number 7, S, carries -0.2224; number 8, S, carries -0.2027

***

Stability ranking, top and bottom: arrangement A is the most stable and arrangement B is the least stable.

***

Arrangement A

Molecular formula: C4H4N2O2
Method: DFT, ωB97M-V/def2-TZVPD

M ... 112.1 g/mol
Charge ... 0
HOMO energy ... -0.3473 hartree

Geometry (Å):
C 0.860 0.242 -2.200
C 0.114 -0.068 -1.073
C -1.051 -0.529 0.802
C 0.949 0.513 0.109
H 2.019 0.592 -2.268
H 0.500 0.109 -3.311
H -1.784 -1.196 -1.052
H 0.779 -0.397 2.111
N -1.080 -0.342 -0.621
N 0.181 -0.033 1.244
O -2.070 -0.769 1.541
O 2.014 1.089 0.250

Charges computed using Mulliken, reported in e: number 1, C, carries -0.7076; number 2, C, carries 0.2997; number 3, C, carries 0.2601; number 4, C, carries 0.5039; number 5, H, carries 0.2212; number 6, H, carries 0.2324; number 7, H, carries 0.3672; number 8, H, carries 0.3164; number 9, N, carries -0.2106; number 10, N, carries -0.1712; number 11, O, carries -0.5786; number 12, O, carries -0.5329

***

Arrangement B

Molecular formula: C4H4N2O2
Method: DFT, ωB97M-V/def2-TZVPD

M ... 112.1 g/mol
Charge ... 0
HOMO energy ... -0.3410 hartree

Geometry (Å):
C -1.313 -1.139 -0.031
C 0.018 -0.591 0.031
C 1.320 1.074 -0.110
C 2.078 -0.098 -0.167
H -1.445 1.349 0.089
H -1.509 -2.199 0.384
H 1.559 2.099 0.336
H 3.202 -0.484 -0.143
N -2.494 -0.544 0.024
N -0.082 0.800 0.197
O -2.485 0.854 -0.363
O 1.152 -1.123 -0.248

Charges computed using Mulliken, reported in e: number 1, C, carries -0.1964; number 2, C, carries 0.6889; number 3, C, carries -0.4075; number 4, C, carries -0.0190; number 5, H, carries 0.4904; number 6, H, carries 0.2586; number 7, H, carries 0.2817; number 8, H, carries 0.3056; number 9, N, carries -0.2801; number 10, N, carries -0.3701; number 11, O, carries -0.4701; number 12, O, carries -0.2820

***

Stability ranking, top and bottom: arrangement A is the most stable and arrangement B is the least stable.

***

Arrangement A

Molecular formula: C4H4N2O2
Method: DFT, ωB97M-V/def2-TZVPD

M ... 112.1 g/mol
Charge ... 0
HOMO energy (spin up / spin down) ... -0.3368 / -0.3369 hartree

Geometry (Å):
C -0.049 1.352 -0.038
C 1.124 0.702 0.070
C -1.298 0.724 0.070
C 0.238 -1.445 -0.001
N 1.285 -0.707 0.033
N -1.419 -0.577 0.156
O 2.470 -1.113 0.033
O -2.247 -1.466 0.046
H -0.128 2.379 -0.108
H 2.157 1.226 0.003
H -2.260 1.427 0.013
H 0.126 -2.503 -0.277

Charges computed using Mulliken, reported in e: number 1, C, carries -0.5031; number 2, C, carries -0.2809; number 3, C, carries 0.0611; number 4, C, carries -0.2043; number 5, N, carries 0.5180; number 6, N, carries 0.3139; number 7, O, carries -0.6861; number 8, O, carries -0.6097; number 9, H, carries 0.4021; number 10, H, carries 0.3174; number 11, H, carries 0.2807; number 12, H, carries 0.3908

***

Arrangement B

Molecular formula: C4H4N2O2
Method: DFT, ωB97M-V/def2-TZVPD

M ... 112.1 g/mol
Charge ... 0
HOMO energy ... -0.3301 hartree

Geometry (Å):
C 1.017 -0.319 -0.156
C -0.110 -1.004 -0.153
C -1.438 0.858 0.037
C 0.885 1.227 -0.082
H 2.288 -1.581 0.003
H 0.001 -2.014 0.051
H -2.207 -1.015 0.301
H -2.593 1.165 0.510
N -1.288 -0.450 -0.153
N -0.498 1.618 -0.336
O 2.343 -0.724 -0.040
O 1.598 2.239 0.017

Charges computed using Mulliken, reported in e: number 1, C, carries 0.3109; number 2, C, carries -0.4119; number 3, C, carries 0.1334; number 4, C, carries 0.4663; number 5, H, carries 0.2479; number 6, H, carries 0.3427; number 7, H, carries 0.3394; number 8, H, carries 0.2077; number 9, N, carries -0.2027; number 10, N, carries -0.4696; number 11, O, carries -0.4013; number 12, O, carries -0.5629

***

Stability ranking, top and bottom: arrangement B is the most stable and arrangement A is the least stable.

***

Arrangement A

Molecular formula: C4H4N2O2
Method: DFT, ωB97M-V/def2-TZVPD

M ... 112.1 g/mol
Charge ... 0
HOMO energy ... -0.3362 hartree

Geometry (Å):
C -1.225 0.825 -0.016
C -2.525 0.764 -0.287
C 0.925 -0.455 -0.239
C 1.497 0.857 -0.067
H -0.002 -2.041 0.233
H -0.628 1.885 0.402
H -2.817 -0.205 -0.250
H -3.383 1.471 -0.029
N -0.458 -0.384 0.218
N 1.741 2.052 0.171
O -0.774 -1.591 0.292
O 1.502 -1.500 -0.221

Charges computed using Mulliken, reported in e: number 1, C, carries 0.0568; number 2, C, carries -0.7172; number 3, C, carries 0.4824; number 4, C, carries 0.2995; number 5, H, carries 0.3566; number 6, H, carries 0.1997; number 7, H, carries 0.3165; number 8, H, carries 0.2547; number 9, N, carries 0.2001; number 10, N, carries -0.4685; number 11, O, carries -0.4185; number 12, O, carries -0.5622

***

Arrangement B

Molecular formula: C4H4N2O2
Method: DFT, ωB97M-V/def2-TZVPD

M ... 112.1 g/mol
Charge ... 0
HOMO energy ... -0.3442 hartree

Geometry (Å):
C 1.194 1.011 0.533
C 0.401 0.070 -0.363
C -0.793 -1.053 -1.710
C -1.313 -1.178 -0.437
H 1.407 1.702 2.374
H -0.256 0.839 1.861
H -0.887 -1.590 -2.649
H -2.271 -1.751 -0.042
N 0.968 0.972 1.793
N 0.164 -0.149 -1.591
O 1.814 1.804 -0.183
O -0.427 -0.677 0.415

Charges computed using Mulliken, reported in e: number 1, C, carries 0.1892; number 2, C, carries 0.7726; number 3, C, carries -0.1896; number 4, C, carries -0.1913; number 5, H, carries 0.2781; number 6, H, carries 0.3727; number 7, H, carries 0.3886; number 8, H, carries 0.2779; number 9, N, carries -0.4357; number 10, N, carries -0.5639; number 11, O, carries -0.5592; number 12, O, carries -0.3393

***

Stability ranking, top and bottom: arrangement B is the most stable and arrangement A is the least stable.

***

Arrangement A

Molecular formula: C3H37N3O13
Method: DFT, ωB97M-V/def2-TZVPD

M ... 323.3 g/mol
Charge ... 0
HOMO energy ... -0.3700 hartree

Geometry (Å):
C -0.692 1.596 2.163
N -1.290 0.889 0.999
C -1.619 -0.503 1.256
N -0.474 -1.388 0.950
C 0.403 2.571 1.764
N 1.670 1.881 1.474
H -0.309 0.884 2.910
H -1.505 2.115 2.662
H -0.657 0.959 0.211
H -2.498 -0.793 0.668
H -1.897 -0.676 2.324
H -0.771 -2.366 0.911
H -0.189 -1.133 0.012
H 0.067 3.192 0.911
H 0.532 3.258 2.626
H 2.459 2.516 1.526
H 1.680 1.518 0.529
H 0.953 -0.529 4.218
H 0.321 -1.614 5.112
O 0.404 -0.660 5.005
H -1.833 -1.093 -1.960
H -2.986 -1.717 -2.840
O -2.698 -1.578 -1.925
H -0.991 2.640 -1.982
H -2.420 2.105 -1.681
O -1.683 2.067 -2.357
H 0.898 -0.781 2.105
H 1.965 0.315 2.559
O 1.742 -0.646 2.590
H 0.337 -2.825 2.914
H 1.714 -2.494 3.450
O 0.912 -3.021 3.662
H 0.983 -2.791 -3.669
H 0.002 -1.776 -2.993
O 0.206 -2.721 -3.109
H 0.551 0.055 -1.893
H -0.863 0.689 -2.291
O -0.324 -0.180 -2.324
H -2.863 1.731 0.221
H -3.916 0.948 -0.617
O -3.561 1.837 -0.470
H 2.755 -1.126 1.299
H 3.068 -2.276 0.292
O 3.246 -1.349 0.457
H 1.290 2.717 -2.825
H 1.615 1.968 -1.529
O 1.117 2.749 -1.843
H 2.915 0.149 -2.056
H 2.532 -0.383 -0.635
O 2.248 0.261 -1.364
H -2.142 -3.187 -1.252
H -0.884 -3.969 -1.587
O -1.604 -3.945 -0.927
H 0.759 1.200 -4.352
H 0.273 2.607 -4.765
O 1.055 2.103 -4.536

Charges computed using Mulliken, reported in e: number 1, C, carries -0.3251; number 2, N, carries 0.0953; number 3, C, carries -0.7195; number 4, N, carries -0.2565; number 5, C, carries -0.6895; number 6, N, carries -0.4156; number 7, H, carries 0.0474; number 8, H, carries 0.4451; number 9, H, carries -0.0843; number 10, H, carries 0.3329; number 11, H, carries 0.4064; number 12, H, carries 0.3965; number 13, H, carries -0.2533; number 14, H, carries 0.2446; number 15, H, carries 0.5068; number 16, H, carries 0.2622; number 17, H, carries -0.0287; number 18, H, carries 0.4189; number 19, H, carries 0.3653; number 20, O, carries -0.6837; number 21, H, carries 0.4852; number 22, H, carries 0.2964; number 23, O, carries -0.6774; number 24, H, carries 0.3413; number 25, H, carries 0.4157; number 26, O, carries -0.7433; number 27, H, carries 0.6702; number 28, H, carries 0.3681; number 29, O, carries -1.0296; number 30, H, carries 0.3182; number 31, H, carries 0.3689; number 32, O, carries -0.7378; number 33, H, carries 0.2616; number 34, H, carries 0.3624; number 35, O, carries -0.6277; number 36, H, carries 0.3935; number 37, H, carries 0.3843; number 38, O, carries -0.8009; number 39, H, carries 0.4730; number 40, H, carries 0.3275; number 41, O, carries -0.8464; number 42, H, carries 0.4528; number 43, H, carries 0.3260; number 44, O, carries -0.7677; number 45, H, carries 0.3990; number 46, H, carries 0.2563; number 47, O, carries -0.6351; number 48, H, carries 0.2452; number 49, H, carries 0.2698; number 50, O, carries -0.5766; number 51, H, carries 0.3722; number 52, H, carries 0.3064; number 53, O, carries -0.6900; number 54, H, carries 0.3338; number 55, H, carries 0.3440; number 56, O, carries -0.7048

***

Arrangement B

Molecular formula: C3H37N3O13
Method: DFT, ωB97M-V/def2-TZVPD

M ... 323.3 g/mol
Charge ... 0
HOMO energy ... -0.3201 hartree

Geometry (Å):
C 0.461 1.208 3.504
N -0.307 1.144 2.255
C -1.200 0.024 2.202
N -0.684 -1.163 1.446
C 1.544 2.231 3.354
N 2.243 2.249 2.022
H 0.858 0.210 3.852
H -0.227 1.452 4.288
H 0.024 1.480 1.391
H -2.082 0.272 1.595
H -1.463 -0.334 3.188
H -0.894 -1.348 0.468
H 0.332 -1.340 1.624
H 1.014 3.180 3.532
H 2.398 2.324 4.066
H 3.085 2.774 2.131
H 1.692 2.707 1.356
H 2.143 -2.497 3.605
H 0.841 -1.668 3.497
O 1.387 -2.178 4.038
H -2.844 -1.859 -2.033
H -3.500 -2.463 -0.699
O -2.692 -2.093 -1.114
H -1.049 2.507 -1.767
H -0.691 3.505 -2.883
O -1.054 2.625 -2.715
H 4.413 0.146 1.743
H 3.646 0.461 2.965
O 4.375 -0.095 2.698
H -2.144 -4.160 -0.510
H -1.699 -3.195 0.779
O -1.772 -4.045 0.349
H -1.748 -0.833 -4.074
H -0.919 0.357 -4.608
O -1.027 -0.618 -4.650
H -3.009 0.071 -2.560
H -4.415 -0.493 -2.340
O -3.694 -0.462 -2.935
H -2.023 1.158 0.414
H -2.275 2.643 -0.124
O -2.047 1.725 -0.351
H 2.157 -0.782 1.327
H 2.719 -1.889 0.433
O 2.548 -1.614 1.371
H 1.088 4.257 -0.918
H 1.156 2.672 -1.435
O 1.063 3.339 -0.681
H 0.357 -0.929 -3.705
H 1.514 -1.969 -3.330
O 1.183 -1.091 -3.211
H -1.412 -3.918 -2.417
H -0.085 -4.765 -1.924
O -0.565 -4.306 -2.584
H 1.833 1.490 -4.196
H 0.256 1.766 -3.808
O 1.191 2.128 -3.920

Charges computed using Mulliken, reported in e: number 1, C, carries 0.0002; number 2, N, carries -0.0701; number 3, C, carries -1.1796; number 4, N, carries -0.1494; number 5, C, carries -0.9295; number 6, N, carries -0.4584; number 7, H, carries -0.0058; number 8, H, carries 0.3619; number 9, H, carries 0.3175; number 10, H, carries 0.5887; number 11, H, carries 0.4070; number 12, H, carries 0.3616; number 13, H, carries -0.0188; number 14, H, carries 0.4045; number 15, H, carries 0.4899; number 16, H, carries 0.2448; number 17, H, carries 0.0673; number 18, H, carries 0.3224; number 19, H, carries 0.2170; number 20, O, carries -0.6656; number 21, H, carries 0.3027; number 22, H, carries 0.3172; number 23, O, carries -0.5513; number 24, H, carries 0.3630; number 25, H, carries 0.3512; number 26, O, carries -0.6146; number 27, H, carries 0.3169; number 28, H, carries 0.3397; number 29, O, carries -0.6678; number 30, H, carries 0.2686; number 31, H, carries 0.3400; number 32, O, carries -0.6288; number 33, H, carries 0.3673; number 34, H, carries 0.3086; number 35, O, carries -0.7455; number 36, H, carries 0.3399; number 37, H, carries 0.2912; number 38, O, carries -0.7131; number 39, H, carries 0.0275; number 40, H, carries 0.2796; number 41, O, carries -0.6883; number 42, H, carries 0.2704; number 43, H, carries 0.2757; number 44, O, carries -0.5201; number 45, H, carries 0.2625; number 46, H, carries 0.3499; number 47, O, carries -0.6429; number 48, H, carries 0.4243; number 49, H, carries 0.2825; number 50, O, carries -0.6290; number 51, H, carries 0.2843; number 52, H, carries 0.3166; number 53, O, carries -0.5972; number 54, H, carries 0.3048; number 55, H, carries 0.3185; number 56, O, carries -0.6097

***

Stability ranking, top and bottom: arrangement A is the most stable and arrangement B is the least stable.